(1)
Computed, not measured: an isolated molecule of C7H10N2O6, with ωB97M-V/def2-TZVPD.

orbital gap (spin up / spin down): 8.19 / 8.12 eV
ΔE to the lowest compared entry with this formula, charge and spin: 721.7 kJ/mol
lowest unoccupied orbital energy (spin up / spin down): 0.00770 / 0.00667 Ha
HOMO energy (spin up / spin down): -8.0 / -7.9 eV

The geometry in ORCA input format:
```
! RIJCOSX wB97M-V def2-TZVPD def2/J DEFGRID3
* xyz 0 1
C 1.43 -1.59 0.37
C 0.28 -0.89 1.04
C -0.75 2.73 -1.63
C -0.62 0.55 -1.68
C -0.85 0.82 -0.21
C -0.97 2.37 -0.20
C 2.55 -3.53 -0.43
N 1.46 -2.88 0.31
N -2.47 2.98 1.59
O 0.59 -3.63 0.81
O -3.55 3.38 1.83
O -1.57 2.71 2.31
O 0.21 0.47 0.65
O -0.59 1.66 -2.35
O -2.25 2.83 0.21
H -0.64 -1.44 0.81
H 0.41 -0.91 2.13
H -0.69 3.70 -2.08
H 2.21 -0.99 -0.06
H -0.62 -0.38 -2.19
H -1.79 0.35 0.13
H -0.21 2.78 0.49
H 2.26 -3.62 -1.47
H 3.47 -2.94 -0.35
H 2.69 -4.52 -0.01
*
```

(2)
Computed, not measured: a structure of composition C47H43N4O7P2SW, with ωB97M-V/def2-TZVPD.

orbital gap (spin up / spin down): 6.29 / 6.53 eV
lowest unoccupied orbital energy (spin up / spin down): -0.36657 / -0.35772 Ha
HOMO energy (spin up / spin down): -16.3 / -16.3 eV

The geometry in ORCA input format:
```
! RIJCOSX wB97M-V def2-TZVPD def2/J DEFGRID3
* xyz 3 3
W -0.10 -0.73 0.34
O 2.45 0.84 1.56
S 1.73 -0.39 1.88
C 2.85 -1.74 1.49
C 3.52 -2.61 2.34
C 4.45 -3.49 1.79
C 4.70 -3.49 0.43
C 4.00 -2.64 -0.42
C 3.07 -1.76 0.11
P 2.03 -0.66 -0.92
C 3.02 0.68 -1.58
C 4.41 0.61 -1.50
C 5.18 1.53 -2.20
C 4.56 2.52 -2.95
C 3.18 2.63 -2.98
C 2.40 1.71 -2.29
C 1.49 -1.69 -2.32
C 1.28 -3.07 -2.11
C 0.83 -3.87 -3.15
C 0.58 -3.31 -4.40
C 0.78 -1.95 -4.61
C 1.24 -1.14 -3.58
C 1.09 -0.44 3.53
C 1.76 -0.84 4.67
C 1.06 -0.90 5.86
C -0.30 -0.58 5.88
C -0.94 -0.13 4.74
C -0.25 -0.03 3.53
P -0.84 0.92 2.03
C -2.63 0.66 2.13
C -3.55 1.69 1.94
C -4.91 1.42 2.02
C -5.35 0.12 2.27
C -4.44 -0.90 2.46
C -3.08 -0.64 2.39
C -0.35 2.58 2.59
C 0.60 3.34 1.92
C 0.89 4.62 2.38
C 0.23 5.13 3.49
C -0.71 4.36 4.16
C -1.00 3.08 3.71
H 3.33 -2.61 3.40
H 4.98 -4.16 2.44
H 5.44 -4.17 0.01
H 4.17 -2.67 -1.49
H 4.90 -0.15 -0.91
H 6.25 1.48 -2.14
H 5.16 3.23 -3.50
H 2.70 3.42 -3.54
H 1.32 1.79 -2.30
H 1.56 -3.53 -1.17
H 0.70 -4.93 -2.99
H 0.24 -3.94 -5.21
H 0.60 -1.52 -5.58
H 1.42 -0.09 -3.76
H 2.82 -1.07 4.65
H 1.56 -1.19 6.77
H -0.85 -0.67 6.81
H -1.99 0.16 4.79
H -3.20 2.70 1.74
H -5.62 2.22 1.90
H -6.41 -0.08 2.33
H -4.79 -1.90 2.70
H -2.36 -1.42 2.62
H 1.11 2.94 1.05
H 1.63 5.21 1.87
H 0.45 6.13 3.84
H -1.23 4.75 5.02
H -1.74 2.48 4.24
N -0.18 -2.75 1.21
C -0.62 -4.10 1.67
C -1.62 -4.65 0.66
C -2.81 -3.70 0.43
C -2.84 -2.84 -0.84
N -1.71 -1.87 -1.11
H 0.17 -2.94 0.26
H -1.09 -2.26 1.10
H -1.05 -4.00 2.67
H 0.26 -4.74 1.75
H -1.98 -5.61 1.03
H -1.11 -4.86 -0.29
H -2.96 -3.06 1.31
H -3.72 -4.30 0.36
H -3.76 -2.25 -0.81
H -2.92 -3.50 -1.71
H -2.10 -1.09 -1.64
H -1.07 -2.31 -1.77
O -1.49 2.29 -0.03
C -1.11 1.81 -1.10
O -0.50 0.66 -1.19
C -1.30 2.52 -2.38
C -0.85 1.94 -3.55
C -1.00 2.61 -4.75
C -1.62 3.84 -4.82
C -2.07 4.40 -3.63
C -1.92 3.77 -2.41
N -2.75 5.72 -3.67
O -3.15 6.15 -2.61
O -2.84 6.25 -4.75
N -0.47 1.97 -5.98
O 0.15 0.93 -5.83
O -0.69 2.52 -7.03
H -0.37 0.97 -3.55
H -1.75 4.37 -5.75
H -2.28 4.24 -1.51
*
```

(3)
Computed, not measured: a cluster of 5 separate species, C19H48BBr2ClN2O6S4 in total, with ωB97M-V/def2-TZVPD.

orbital gap: 8.47 eV
lowest unoccupied orbital energy: 0.01785 Ha
HOMO energy: -8.0 eV

The geometry in ORCA input format:
```
! RIJCOSX wB97M-V def2-TZVPD def2/J DEFGRID3
* xyz 0 1
C 4.67 1.14 4.07
C 4.06 -0.16 3.56
C 3.38 0.01 2.22
Cl 1.69 0.52 2.55
C 3.41 -1.27 1.38
O 2.33 -1.36 0.48
C 1.38 -2.35 0.90
C 0.09 -2.41 0.11
N -0.84 -3.24 0.93
B -0.64 -1.01 -0.22
O -2.03 -1.05 -0.38
N 0.06 0.21 -0.44
C 0.73 0.26 -1.74
C -0.74 1.40 -0.20
C 4.71 -1.49 0.55
Br 6.28 -0.51 1.18
C 4.56 -1.29 -0.95
C 5.79 -1.77 -1.72
Br 4.26 0.59 -1.35
H 3.88 1.82 4.37
H 5.22 1.63 3.28
H 5.32 0.95 4.91
H 3.32 -0.49 4.28
H 4.85 -0.90 3.50
H 3.79 0.84 1.67
H 3.35 -2.10 2.08
H 1.17 -2.22 1.95
H 1.87 -3.33 0.80
H 0.23 -2.96 -0.81
H -0.44 -4.17 1.01
H -0.82 -2.87 1.87
H -2.49 -0.81 0.44
H 0.17 0.85 -2.45
H 1.70 0.75 -1.65
H 0.89 -0.73 -2.16
H -1.42 1.26 0.63
H -0.10 2.24 0.04
H -1.34 1.67 -1.07
H 4.99 -2.53 0.68
H 3.70 -1.84 -1.29
H 5.46 -2.27 -2.62
H 6.43 -0.95 -1.98
H 6.32 -2.51 -1.13
C -1.72 -1.88 6.70
S -1.73 -3.00 5.30
O -0.39 -2.88 4.65
C -2.87 -2.08 4.28
H -1.02 -2.26 7.44
H -1.41 -0.89 6.37
H -2.73 -1.84 7.13
H -2.49 -1.07 4.12
H -3.85 -2.04 4.77
H -2.97 -2.59 3.33
C -4.41 -4.48 0.74
S -4.73 -2.72 0.58
O -4.74 -2.15 1.96
C -6.45 -2.90 0.09
H -3.38 -4.58 1.08
H -5.10 -4.92 1.46
H -4.51 -4.95 -0.24
H -7.00 -3.45 0.86
H -6.50 -3.42 -0.86
H -6.87 -1.90 -0.02
C -2.14 2.42 -5.48
S -0.62 1.65 -6.05
O 0.17 1.34 -4.83
C 0.08 3.13 -6.77
H -2.73 1.67 -4.96
H -1.91 3.25 -4.81
H -2.70 2.78 -6.34
H 0.17 3.91 -6.02
H -0.56 3.47 -7.59
H 1.07 2.88 -7.16
C -1.99 7.46 -2.74
S -0.68 6.36 -3.29
O -1.00 5.97 -4.69
C -1.13 4.98 -2.24
H -1.91 8.38 -3.31
H -2.95 6.99 -2.92
H -1.85 7.67 -1.68
H -2.16 4.68 -2.45
H -1.02 5.27 -1.19
H -0.45 4.16 -2.46
*
```

(4)
Computed, not measured: a cluster of 2 separate species, C3H4ClFO in total, with ωB97M-V/def2-TZVPD.

orbital gap: 10.68 eV
SMILES: C=C1O[C@H]1Cl.F
ΔE to the lowest compared entry with this formula, charge and spin: 205.8 kJ/mol
lowest unoccupied orbital energy: 0.02042 Ha
HOMO energy: -10.1 eV

The geometry in ORCA input format:
```
! RIJCOSX wB97M-V def2-TZVPD def2/J DEFGRID3
* xyz 0 1
C -0.28 0.47 1.49
C -1.10 0.00 0.54
O -1.30 -1.25 -0.05
C -1.96 -0.10 -0.56
Cl -3.70 0.19 -0.23
H -0.26 1.48 1.69
H 0.36 -0.31 1.82
H -1.71 -0.02 -1.56
F 2.25 -0.64 -0.98
H 1.94 -0.03 -0.30
*
```

(5)
Computed, not measured: a structure of composition C22H43IrN2OP3, with ωB97M-V/def2-TZVPD.

orbital gap (spin up / spin down): 4.49 / 4.29 eV
ΔE to the lowest compared entry with this formula, charge and spin: 41.4 kJ/mol
lowest unoccupied orbital energy (spin up / spin down): -0.40305 / -0.56812 Ha
HOMO energy (spin up / spin down): -15.5 / -19.7 eV

The geometry in ORCA input format:
```
! RIJCOSX wB97M-V def2-TZVPD def2/J DEFGRID3
* xyz 4 6
Ir 0.00 0.00 0.00
P -1.79 -1.48 0.32
P 1.19 -0.61 1.80
P 1.21 -1.29 -1.51
H -0.80 6.47 -7.28
C -0.88 5.59 -7.90
C -2.06 5.05 -8.22
H -3.00 5.48 -7.86
C -3.37 -0.88 1.08
C -1.57 -2.99 1.38
C -2.44 -2.26 -1.21
C 2.83 0.21 1.98
C 0.54 -0.34 3.51
C 1.69 -2.38 2.04
C 0.66 -1.17 -3.27
C 1.45 -3.12 -1.37
C 2.97 -0.77 -1.70
H 0.05 5.16 -8.26
H -2.14 4.17 -8.85
H -3.67 0.06 0.63
H -3.23 -0.71 2.15
H -4.18 -1.61 0.95
H -1.28 -2.68 2.39
H -0.77 -3.61 0.97
H -2.49 -3.58 1.44
H -2.84 -1.47 -1.86
H -3.22 -2.99 -1.00
H -1.60 -2.72 -1.74
H 3.33 -0.07 2.91
H 2.68 1.29 1.95
H 3.47 -0.06 1.13
H 1.22 -0.76 4.26
H -0.43 -0.84 3.62
H 0.41 0.72 3.72
H 2.76 -2.46 2.23
H 1.43 -2.98 1.16
H 1.15 -2.80 2.90
H 1.11 -1.98 -3.86
H 0.96 -0.21 -3.67
H -0.43 -1.25 -3.33
H 1.66 -3.55 -2.36
H 0.56 -3.59 -0.96
H 2.30 -3.34 -0.71
H 3.40 -1.16 -2.63
H 3.55 -1.13 -0.84
H 3.00 0.32 -1.70
C -0.69 1.40 -2.75
C 0.38 2.32 -2.65
C 0.68 3.18 -3.70
C -0.05 3.17 -4.89
C -1.11 2.26 -5.00
C -1.43 1.40 -3.96
O -1.05 0.55 -1.79
H 1.22 1.06 -0.27
H 0.96 2.32 -1.73
H 1.51 3.88 -3.59
H 0.19 3.84 -5.70
H -1.70 2.23 -5.91
H -2.26 0.70 -4.05
N -2.60 4.82 3.21
C -2.07 3.72 2.50
C -2.19 2.43 3.00
C -1.63 1.36 2.29
N -0.96 1.53 1.11
C -0.86 2.81 0.63
C -1.40 3.91 1.30
H -3.08 4.68 4.11
H -2.50 5.78 2.85
H -2.69 2.24 3.94
H -1.72 0.41 2.73
H -0.35 3.00 -0.28
H -1.28 4.90 0.88
*
```

(6)
Computed, not measured: a structure of composition C7H10BiF5NOTe, with ωB97M-V/def2-TZVPD.

orbital gap (spin up / spin down): 6.77 / 5.21 eV
ΔE to the lowest compared entry with this formula, charge and spin: 466.5 kJ/mol
lowest unoccupied orbital energy (spin up / spin down): 0.07881 / 0.04583 Ha
HOMO energy (spin up / spin down): -4.6 / -4.0 eV

The geometry in ORCA input format:
```
! RIJCOSX wB97M-V def2-TZVPD def2/J DEFGRID3
* xyz -1 1
C 0.12 -2.15 -1.03
C -0.34 -1.28 -2.05
C -1.62 -0.78 -1.67
C -1.94 -1.34 -0.41
C -0.87 -2.19 0.00
Bi 0.00 0.00 0.00
N 1.09 -0.19 1.32
C 2.08 1.34 -0.30
C 1.38 1.28 -1.47
H -2.23 -0.08 -2.25
H 0.19 -1.05 -2.98
H -2.85 -1.14 0.17
H -0.81 -2.75 0.93
H 1.08 -2.68 -1.01
H 1.71 0.63 -2.29
H 2.99 0.75 -0.14
H 1.82 -0.43 2.00
H 0.59 2.01 -1.69
H 1.88 2.12 0.44
F -2.93 1.16 2.79
Te -1.13 2.01 3.05
F -0.34 0.23 3.51
F -1.54 2.21 5.01
F -1.94 3.81 2.68
F 0.65 2.89 3.36
O -0.71 1.81 1.04
*
```

(7)
Computed, not measured: an isolated molecule of C5H7NO, with ωB97M-V/def2-TZVPD.

orbital gap: 9.17 eV
SMILES: CC1=CNC(=O)C1
ΔE to the lowest compared entry with this formula, charge and spin: 28.4 kJ/mol
lowest unoccupied orbital energy: 0.03083 Ha
HOMO energy: -8.3 eV

The geometry in ORCA input format:
```
! RIJCOSX wB97M-V def2-TZVPD def2/J DEFGRID3
* xyz 0 1
C 1.35 0.60 -1.37
C 0.32 0.13 -0.38
C -0.67 -0.71 -0.68
N -1.51 -0.97 0.41
C -1.07 -0.30 1.55
O -1.52 -0.53 2.66
C 0.20 0.50 1.09
H 1.52 1.69 -1.32
H 1.02 0.38 -2.40
H 2.32 0.11 -1.21
H -0.84 -1.24 -1.60
H -2.43 -1.39 0.32
H 1.02 0.12 1.72
H 0.28 1.61 1.20
*
```

(8)
Computed, not measured: a cluster of 10 separate species, C17H38Cl10N4O11 in total, with ωB97M-V/def2-TZVPD.

orbital gap: 9.95 eV
SMILES: C[N+](=O)[O-].C[N+](=O)[O-].C[N+](=O)[O-].C[N+](=O)[O-].COC(=O)OC.ClCCCl.ClCCCl.ClCCCl.ClCCCl.ClCCCl
ΔE to the lowest compared entry with this formula, charge and spin: 187.9 kJ/mol
lowest unoccupied orbital energy: -0.00451 Ha
HOMO energy: -10.1 eV

The geometry in ORCA input format:
```
! RIJCOSX wB97M-V def2-TZVPD def2/J DEFGRID3
* xyz 0 1
C 7.94 -22.72 7.16
N 9.06 -23.49 6.45
O 9.09 -23.61 5.25
O 9.90 -23.98 7.25
H 7.71 -21.83 6.58
H 8.20 -22.43 8.17
H 7.12 -23.43 7.23
C 13.97 -20.62 6.20
N 14.37 -19.35 5.48
O 13.63 -18.89 4.61
O 15.33 -18.76 5.86
H 12.96 -20.48 6.57
H 14.70 -20.69 7.00
H 14.07 -21.48 5.54
C 9.26 -21.39 -2.12
N 10.05 -20.88 -0.99
O 10.64 -21.66 -0.30
O 9.84 -19.70 -0.69
H 8.65 -22.25 -1.81
H 9.87 -21.91 -2.86
H 8.70 -20.57 -2.56
C 10.30 -26.88 5.42
N 9.83 -26.43 4.05
O 10.66 -25.91 3.32
O 8.71 -26.69 3.69
H 10.63 -25.94 5.86
H 11.19 -27.51 5.29
H 9.52 -27.26 6.06
C 4.17 -25.20 4.80
O 5.38 -24.59 4.56
C 5.91 -24.45 3.29
O 5.38 -24.83 2.27
O 7.08 -23.82 3.43
C 7.88 -23.57 2.28
H 4.09 -26.18 4.31
H 3.24 -24.77 4.43
H 4.19 -25.33 5.88
H 8.23 -22.54 2.25
H 7.24 -23.49 1.39
H 8.78 -24.16 2.13
Cl 17.34 -19.44 1.57
C 15.87 -18.56 2.00
C 14.74 -18.81 1.01
Cl 14.37 -20.56 0.91
H 16.06 -17.51 2.21
H 15.47 -18.91 2.96
H 15.05 -18.48 0.02
H 13.87 -18.27 1.39
Cl 16.29 -23.05 2.61
C 15.80 -24.20 1.37
C 15.20 -25.49 1.99
Cl 16.49 -26.50 2.73
H 16.63 -24.42 0.70
H 15.14 -23.61 0.73
H 14.65 -26.05 1.23
H 14.50 -25.21 2.77
Cl 12.88 -25.23 -0.51
C 11.46 -25.86 0.25
C 10.37 -26.30 -0.74
Cl 9.73 -24.95 -1.57
H 11.13 -25.19 1.04
H 11.79 -26.74 0.80
H 9.55 -26.84 -0.26
H 10.82 -26.92 -1.51
Cl 9.53 -20.39 2.58
C 10.76 -21.23 3.52
C 11.53 -22.36 2.83
Cl 12.64 -23.18 3.89
H 10.32 -21.78 4.36
H 11.45 -20.48 3.91
H 12.24 -21.89 2.15
H 10.93 -23.12 2.32
Cl 11.30 -19.08 8.95
C 10.69 -17.70 7.95
C 10.69 -17.94 6.43
Cl 9.68 -19.42 6.08
H 11.36 -16.89 8.24
H 9.67 -17.49 8.26
H 11.69 -18.15 6.04
H 10.32 -17.05 5.91
*
```

The records above give, respectively, total energy values of -22676.2563, -100936.8398, -232369.4935, -20460.5838, -59200.0311, -37671.3163, -8835.9089, -171941.2206 eV.